The following is a quantum chemistry calculation of a structure of composition C41H42CdP2Se at a distorted geometry, from the OMol25 dataset.

Geometry as XYZ:
```
87
Properties=species:S:1:pos:R:3
Cd 1.281 -4.469 2.439
C 3.772 -4.906 -0.149
C 3.514 -3.601 -0.079
C 3.132 -2.740 -1.263
C 1.619 -2.555 -1.618
C 0.701 -3.734 -1.673
C 1.048 -4.978 -2.033
C 2.427 -5.422 -2.411
C 3.533 -5.773 -1.343
C -0.710 -4.984 1.553
H 3.908 -5.497 0.800
H 3.488 -3.098 0.911
H 3.619 -3.112 -2.166
H 3.539 -1.729 -1.083
H 1.171 -1.825 -0.925
H 1.632 -2.043 -2.601
H -0.333 -3.546 -1.341
H 0.306 -5.784 -1.925
H 2.865 -4.680 -3.094
H 2.296 -6.352 -2.996
H 3.342 -6.794 -0.963
H 4.484 -5.840 -1.910
H -0.936 -5.795 2.277
H -1.128 -5.222 0.550
H -1.073 -3.984 1.905
P -0.701 4.753 1.430
P -3.611 3.787 -0.299
C -1.038 5.021 -0.352
C -2.115 4.538 -1.044
C 0.193 6.306 1.875
C 0.868 7.118 0.957
C 1.509 8.277 1.393
C 1.476 8.636 2.736
C 0.779 7.844 3.648
C 0.122 6.700 3.227
C 0.700 3.565 1.245
C 0.385 2.257 0.811
C 1.385 1.291 0.665
C 2.720 1.647 0.952
C 3.050 2.935 1.416
C 2.025 3.882 1.583
C -4.873 4.942 -1.043
C -4.924 6.248 -0.525
C -5.825 7.175 -1.039
C -6.685 6.829 -2.083
C -6.649 5.530 -2.588
C -5.763 4.586 -2.064
C -3.802 2.326 -1.400
C -4.560 1.251 -0.883
C -4.795 0.108 -1.643
C -4.266 0.032 -2.943
C -3.514 1.088 -3.479
C -3.281 2.233 -2.698
H -0.295 5.632 -0.890
H -2.202 4.767 -2.124
H 0.912 6.865 -0.096
H 2.037 8.891 0.671
H 1.983 9.535 3.068
H 0.752 8.122 4.694
H -0.447 6.095 3.929
H -0.662 2.019 0.611
H 1.120 0.273 0.334
H 3.501 0.891 0.835
H 4.097 3.190 1.653
H 2.276 4.865 1.985
H -4.255 6.522 0.289
H -5.854 8.177 -0.622
H -7.389 7.562 -2.473
H -7.324 5.254 -3.392
H -5.788 3.577 -2.467
H -4.955 1.330 0.129
H -5.377 -0.722 -1.229
H -4.425 -0.869 -3.536
H -3.099 1.024 -4.496
H -2.685 3.041 -3.111
Se 1.215 -7.473 0.710
C 2.531 -8.349 1.639
C 3.527 -9.076 0.925
C 4.492 -9.786 1.619
C 4.523 -9.795 3.018
C 3.564 -9.060 3.723
C 2.585 -8.333 3.063
H 3.461 -9.082 -0.160
H 5.225 -10.335 1.045
H 5.259 -10.387 3.545
H 3.573 -9.049 4.807
H 1.816 -7.757 3.584
```

Values from the calculation:
HOMO-LUMO gap (spin up / spin down) = 0.125 / 0.124 Ha
DFT total energy = -131680.0565 eV
Energy relative to the best compared isomer or geometry (same formula, charge and spin) = 12.9 kcal/mol
F_max = 2.71 eV Å⁻¹